ORCA calculation (wB97M-V/def2-TZVPD) on a molecular structure, C5H6O2.

```
13
Properties=species:S:1:pos:R:3:forces:R:3
C -0.1615 0.3477 1.4438 -0.1 -0.2 -0.2
O 0.1007 -0.9203 1.2443 -0.1 0.2 0.1
C 0.0796 -1.2785 -0.1438 0.0 -0.1 -0.1
C -1.1193 -0.7169 -0.8793 -0.2 -0.3 -0.2
O -1.7030 0.3364 -0.1398 -0.1 0.0 0.0
C -0.3633 0.9104 0.0308 0.1 0.3 0.1
C 0.2316 -0.0730 -0.9934 0.2 0.0 -0.1
H 2.0749 1.5096 1.3934 0.1 0.1 0.0
H 1.5254 1.3416 1.8774 0.2 0.1 0.0
H 0.5049 -2.2497 -0.3606 -0.1 0.1 0.0
H -1.7647 -1.2897 -1.5345 0.1 0.1 0.0
H -0.3201 1.9884 -0.1206 -0.1 -0.2 0.1
H 0.9148 0.0941 -1.8178 -0.1 0.0 0.2
```
Positions in Å, forces in eV/Å.

As for the total energy: -9370.94365 eV. The lowest unoccupied orbital energy comes out at 0.83 eV. For the HOMO-LUMO gap, the calculation gives 9.648 eV.

Now the Mulliken charges, all in e: number 1, C, carries -0.606; number 2, O, carries -0.114; number 3, C, carries -0.163; number 4, C, carries -0.218; number 5, O, carries -0.377; number 6, C, carries 0.305; number 7, C, carries -0.512; number 8, H, carries 0.074; number 9, H, carries -0.019; number 10, H, carries 0.421; number 11, H, carries 0.395; number 12, H, carries 0.405; number 13, H, carries 0.410

ORCA calculation (wB97M-V/def2-TZVPD) on a single C5H6O2 molecule.

```
13
Properties=species:S:1:pos:R:3:forces:R:3
O 1.3331 0.0673 1.2867 0.0 0.0 0.2
C 0.8442 1.0042 0.2821 0.0 0.2 -0.1
C 0.2356 -0.0735 -0.6246 -0.1 0.0 0.0
C 0.4914 -1.1332 0.4951 0.0 -0.2 -0.1
O -0.3788 -1.2907 1.4424 0.0 -0.1 -0.1
C -1.1527 0.0917 -1.0297 -0.4 0.1 -0.2
C -2.2932 0.2475 -1.3809 0.4 -0.1 0.2
H 0.3761 -0.3048 1.8914 0.2 0.1 -0.1
H 0.1263 1.7048 0.7139 0.1 -0.1 -0.1
H 1.6877 1.5445 -0.1488 -0.1 -0.1 0.0
H 0.8717 -0.2667 -1.4950 -0.1 0.0 0.1
H 1.1718 -1.9585 0.2416 -0.1 0.1 0.1
H -3.3131 0.3675 -1.6742 0.2 0.0 0.0
```
Positions in Å, forces in eV/Å.

As for the total energy: -9372.44980 eV. The lowest unoccupied orbital energy comes out at 0.86 eV. For the HOMO-LUMO gap, the calculation gives 10.576 eV.

Now the Mulliken charges, all in e: number 1, O, carries -0.461; number 2, C, carries -0.545; number 3, C, carries 0.149; number 4, C, carries 0.007; number 5, O, carries -0.664; number 6, C, carries -0.833; number 7, C, carries 0.232; number 8, H, carries 0.452; number 9, H, carries 0.331; number 10, H, carries 0.257; number 11, H, carries 0.322; number 12, H, carries 0.335; number 13, H, carries 0.417

ORCA calculation (wB97M-V/def2-TZVPD) on a molecular structure, C5H6O2Ru.

```
14
Properties=species:S:1:pos:R:3:forces:R:3
C 1.4595 1.2100 1.7145 -4.5 -3.5 0.0
C 1.4718 1.2877 0.1528 1.1 1.3 0.4
O 0.5141 0.5178 2.1892 5.9 5.0 1.1
H 1.0673 2.2978 -0.0350 0.1 -0.2 0.0
H 2.5270 1.3216 -0.1525 -0.3 0.0 0.0
Ru -0.8424 -0.5482 1.3240 -1.3 -2.5 -2.6
C -0.5303 0.4276 -1.1085 0.9 0.4 0.2
C 0.7295 0.2291 -0.5955 -1.0 0.1 -0.2
H -1.0747 1.3622 -0.9392 0.3 -0.1 0.1
H -0.9711 -0.1875 -1.8932 0.2 -0.2 0.4
H 1.3293 -0.6578 -0.8216 -0.5 0.2 -0.1
O -2.1970 -2.3823 -0.2561 2.4 0.0 -0.7
C -0.9026 -2.0457 -0.0913 -3.4 -0.4 1.0
H -2.5804 -2.8321 0.5125 -0.1 0.0 0.2
```
Positions in Å, forces in eV/Å.

The charge is +1. As for the spin multiplicity: 6. As for the total energy: -11942.75802 eV. The lowest unoccupied orbital energy (alpha / beta) comes out at -4.68 / -6.32 eV. For the HOMO-LUMO gap (alpha / beta), the calculation gives 7.417 / 7.085 eV. The expectation value of S² is 8.770.

Now the Mulliken charges, all in e: number 1, C, carries 0.325; number 2, C, carries -0.381; number 3, O, carries -0.575; number 4, H, carries 0.327; number 5, H, carries 0.399; number 6, Ru, carries 0.769; number 7, C, carries -0.741; number 8, C, carries -0.079; number 9, H, carries 0.211; number 10, H, carries 0.370; number 11, H, carries 0.328; number 12, O, carries -0.344; number 13, C, carries -0.011; number 14, H, carries 0.400

ORCA calculation (wB97M-V/def2-TZVPD) on a single C5H6O2S molecule.

```
14
Properties=species:S:1:pos:R:3:forces:R:3
C 0.2840 -0.0801 0.4477 3.3 -2.1 -1.6
C -0.5647 -0.3496 -0.7701 1.6 1.2 -3.1
C -0.1729 0.2897 -1.9551 -1.7 -1.8 0.8
C 0.0634 -1.1965 1.5074 -2.7 0.8 -0.5
C -0.3194 1.1883 0.7268 -0.9 0.3 2.4
H 2.0927 -0.2490 -0.6481 -1.2 0.5 2.0
H -1.4045 -0.9709 -0.4680 -0.3 0.5 -0.8
H -0.8281 0.3877 -2.9355 1.6 -0.5 2.3
H 0.8902 0.6230 -1.9355 -1.2 0.4 -0.4
H 0.2829 -0.8688 2.5349 0.7 -0.6 0.1
H 0.2118 1.9977 0.2744 -0.1 0.8 -0.3
O 1.7476 0.1490 0.2215 -0.8 -1.0 -1.3
O -0.7024 -2.1083 1.2541 1.7 0.4 0.6
S -1.5806 1.1877 1.7456 -0.1 0.9 -0.1
```
Positions in Å, forces in eV/Å.

As for the total energy: -20208.87375 eV. The lowest unoccupied orbital energy comes out at -0.62 eV. As for the SMILES: C=C[C@](O)(C=O)C=S. For the HOMO-LUMO gap, the calculation gives 8.445 eV.

Now the Mulliken charges, all in e: number 1, C, carries 0.850; number 2, C, carries -0.323; number 3, C, carries -0.732; number 4, C, carries -0.135; number 5, C, carries -0.333; number 6, H, carries 0.348; number 7, H, carries 0.445; number 8, H, carries 0.235; number 9, H, carries 0.193; number 10, H, carries 0.365; number 11, H, carries 0.407; number 12, O, carries -0.594; number 13, O, carries -0.470; number 14, S, carries -0.256

ORCA calculation (wB97M-V/def2-TZVPD) on a single C5H6O2S molecule.

```
14
Properties=species:S:1:pos:R:3:forces:R:3
C -0.5412 -0.2214 -1.6166 0.5 -1.6 -3.6
C 0.6404 0.2324 0.5795 6.1 4.1 2.1
C 0.2931 -0.9476 1.2672 -1.4 -5.4 2.0
C -0.8438 -0.4804 2.1787 -1.7 2.6 -1.9
C -1.1904 0.8409 1.7814 5.5 -8.4 -0.1
H -1.3059 0.0616 -0.7522 1.1 -0.7 -2.0
H 1.5814 0.6096 1.2244 -1.2 -0.6 -1.9
H 0.0040 -1.7470 0.5216 -0.4 0.5 0.8
H 1.0996 -1.5402 1.8766 -1.0 1.6 -1.1
H -1.4902 -1.2140 2.6132 -0.2 0.1 0.7
H -1.7341 1.5739 2.0969 -3.8 3.8 2.0
O -0.7428 -0.7000 -2.7639 -0.2 2.1 4.7
O -0.2517 1.2744 0.9302 -0.5 1.5 -2.2
S 1.2283 0.0698 -1.1282 -2.7 0.3 0.5
```
Positions in Å, forces in eV/Å.

As for the total energy: -20208.87329 eV. The lowest unoccupied orbital energy comes out at 0.47 eV. As for the SMILES: O=CS[C@@H]1CC=CO1. For the HOMO-LUMO gap, the calculation gives 9.132 eV.

Now the Mulliken charges, all in e: number 1, C, carries 0.166; number 2, C, carries -0.140; number 3, C, carries -0.256; number 4, C, carries -0.480; number 5, C, carries -0.344; number 6, H, carries 0.280; number 7, H, carries 0.349; number 8, H, carries 0.228; number 9, H, carries 0.247; number 10, H, carries 0.335; number 11, H, carries 0.575; number 12, O, carries -0.490; number 13, O, carries -0.402; number 14, S, carries -0.067

ORCA calculation (wB97M-V/def2-TZVPD) on a single C5H6O3 molecule.

```
14
Properties=species:S:1:pos:R:3:forces:R:3
C -1.1897 -0.1954 -0.4860 2.6 -0.3 1.1
C -0.4325 -0.7744 0.6834 0.1 -1.1 1.8
C -0.3074 0.7224 1.1709 2.1 -1.4 -1.0
C -0.2539 1.0581 -0.3108 1.8 0.3 -1.1
C 1.2477 -0.5792 -0.8419 4.7 0.0 -0.1
H -0.7841 -1.5641 1.3132 -1.0 -0.1 0.5
H 0.6106 0.8411 1.7697 -0.5 0.4 -0.4
H -1.1451 1.1969 1.5501 -1.8 0.4 1.3
H -0.6911 1.9235 -0.7274 0.2 1.4 -0.3
H 0.7356 -0.9077 -1.7303 -0.8 -0.2 -0.2
H 2.3742 -0.8366 -1.0184 -2.0 0.4 0.4
O -2.2279 -0.4720 -0.9539 -1.6 0.2 -1.1
O 1.2055 0.8639 -0.7532 -3.6 -1.7 0.5
O 0.8582 -1.2765 0.3345 -0.3 1.7 -1.4
```
Positions in Å, forces in eV/Å.

As for the total energy: -11421.62203 eV. The lowest unoccupied orbital energy comes out at 0.69 eV. As for the SMILES: O=C1[C@@H]2C[C@H]1OCO2. For the HOMO-LUMO gap, the calculation gives 10.537 eV.

Now the Mulliken charges, all in e: number 1, C, carries 0.215; number 2, C, carries -0.187; number 3, C, carries -0.594; number 4, C, carries -0.203; number 5, C, carries -0.200; number 6, H, carries 0.474; number 7, H, carries 0.276; number 8, H, carries 0.371; number 9, H, carries 0.524; number 10, H, carries 0.371; number 11, H, carries 0.258; number 12, O, carries -0.502; number 13, O, carries -0.404; number 14, O, carries -0.399